C4H3CsO4 as an isolated structure in a non-equilibrium geometry. Source: OMol25; level of theory: ωB97M-V/def2-TZVPD.

XYZ file:
```
12
Properties=species:S:1:pos:R:3:mulliken_charge:R:1
O -3.22 5.47 0.04 -0.14
C -4.33 5.67 0.04 0.14
C 0.43 -2.47 0.50 -0.34
C 1.28 -1.34 0.94 0.27
O 1.35 -0.40 0.14 -0.41
C 0.80 -1.36 -1.52 0.73
O 0.13 -2.21 -0.89 -0.16
O 0.78 -0.62 -2.41 -0.15
Cs 0.45 4.53 -0.32 1.00
H -0.51 -2.51 1.06 0.31
H 0.96 -3.43 0.56 0.35
H 1.88 -1.34 1.86 0.41
```

Values from the calculation:
Highest occupied orbital energy: -17.873 eV
Energy relative to the best compared isomer or geometry (same formula, charge and spin): 0.344 eV
Charge: +2
Calculated total energy: -12916.591 eV